one | DFT (wB97M-V/def2-TZVPD) results for 2 unconnected molecules or ions with the total composition C2HN2PS.

```
7
C2HN2PS, DFT wB97M-V/def2-TZVPD
C 0.23 0.46 -1.64
C 0.64 -1.50 -0.02
N 0.88 1.31 -2.10
N 1.28 -2.21 0.63
P -0.68 -0.89 -1.01
S -0.71 1.10 2.47
H -1.64 1.73 1.67
```

Properties
Net charge   0
HOMO level (alpha / beta)   -10.5 / -9.8 eV
LUMO (alpha / beta)   -3.130 / -2.832 eV

---

two | DFT (wB97M-V/def2-TZVPD) results for C2HN2PS in the gas phase.

```
7
C2HN2PS, DFT wB97M-V/def2-TZVPD
N -3.32 2.26 0.75
C -3.78 1.21 0.44
P -4.08 -0.45 -0.24
C -2.38 -0.34 -0.20
N -1.23 -0.54 0.12
S 0.47 -0.32 -0.09
H 0.85 -0.73 1.19
```

Properties
Structure (SMILES)   N#CP=C=NS
Net charge   0
HOMO level   -8.7 eV
LUMO   -0.310 eV

---

If we sort the structures by their calculated energies, the order from most to least stable is two, one.

---

one | DFT (wB97M-V/def2-TZVPD) results for C3H6N4S in the gas phase.

```
14
C3H6N4S, DFT wB97M-V/def2-TZVPD
H -4.48 0.44 0.06
N -3.63 -0.25 -0.14
C -2.69 0.56 -0.15
N -1.44 0.09 -0.05
N -1.48 -1.16 0.32
C -0.23 0.75 -0.03
N 0.82 -0.02 0.07
C 1.98 0.60 0.19
S 3.41 -0.28 -0.12
H -2.57 1.71 0.10
H -0.81 -1.78 -0.39
H -2.47 -1.34 0.06
H -0.40 1.80 0.06
H 1.97 1.65 0.53
```

Properties
Structure (SMILES)   [H]/N=C/N(N)/C=N/C=S
Net charge   0
HOMO level   -8.3 eV
LUMO   -0.845 eV

---

two | DFT (wB97M-V/def2-TZVPD) results for C3H6N4S in the gas phase.

```
14
C3H6N4S, DFT wB97M-V/def2-TZVPD
H 1.30 -0.49 2.03
N 1.77 -0.92 1.21
C 1.37 -0.30 0.18
N 1.80 -0.69 -1.09
N 0.49 0.79 0.14
C -0.77 0.60 0.06
N -1.63 1.65 0.02
C -1.38 -0.77 -0.01
S -2.95 -1.10 0.01
H 2.65 -1.26 -1.03
H 1.85 0.03 -1.79
H -1.27 2.57 0.20
H -2.62 1.48 0.12
H -0.61 -1.58 -0.06
```

Properties
Structure (SMILES)   [H]/N=C(N)\N=C(\N)C=S
Net charge   0
HOMO level   -9.2 eV
LUMO   -1.223 eV

---

three | DFT (wB97M-V/def2-TZVPD) results for 2 unconnected molecules or ions with the total composition C3H6N4S.

```
14
C3H6N4S, DFT wB97M-V/def2-TZVPD
C -0.98 -1.38 1.40
N -0.72 -0.40 0.66
C -1.44 0.14 -0.36
N -0.78 0.63 -1.40
S -3.11 0.25 -0.17
H -1.87 -2.00 1.39
H -0.39 -1.53 2.22
H 0.18 0.72 -1.25
H -1.18 1.00 -2.25
N 2.24 1.41 -0.89
C 1.92 0.43 -0.22
N 1.48 -0.46 0.45
H 2.49 2.23 -0.52
H 2.15 -1.04 0.95
```

Properties
Structure (SMILES)   C=NC(N)=S.N=C=N
Net charge   0
HOMO level   -7.8 eV
LUMO   0.148 eV

---

four | DFT (wB97M-V/def2-TZVPD) results for 2 unconnected molecules or ions with the total composition C3H6N4S.

```
14
C3H6N4S, DFT wB97M-V/def2-TZVPD
C -0.49 1.28 0.04
C 0.39 -1.15 -0.21
C 2.37 0.13 0.44
H -2.48 -0.04 1.40
H 0.66 1.76 0.32
H -2.69 1.57 -0.61
H 0.00 -2.03 -0.69
H 2.09 0.58 1.37
H 3.50 0.15 -1.22
N -0.63 -0.22 -0.02
N -1.50 2.15 -0.17
N 1.60 -1.10 0.04
N 3.49 0.48 -0.19
S -2.21 -0.79 0.01
```

Properties
Net charge   0
HOMO level   -9.3 eV
LUMO   -0.063 eV

---

If we sort the structures by their calculated energies, the order from most to least stable is two, three, one, four.